Computed, not measured: the molecule C5H8O2 at a distorted geometry, with wB97M-V/def2-TZVPD.

```
15
C5H8O2 wB97M-V/def2-TZVPD
O -2.282 -0.658 -0.537
C -1.589 0.152 0.540
C -0.131 -0.084 0.194
C 0.923 -0.886 1.021
C 1.957 0.169 0.623
O 3.128 0.304 0.844
C 0.929 1.005 -0.144
H -2.449 -0.168 -1.363
H -1.898 1.204 0.492
H -1.913 -0.302 1.485
H -0.583 -0.641 -0.662
H 0.811 -0.995 2.108
H 1.133 -1.879 0.607
H 0.816 2.020 0.261
H 1.143 1.092 -1.214
```

The value obtained for the maximum force is 2.82 eV Å⁻¹. Its spin multiplicity is 1. The value obtained for the molar mass is 100.1 g/mol. The value obtained for the gap between HOMO and LUMO is 10.3 eV. Its total charge is 0.

Computed, not measured: the molecule C5H8O2 at a distorted geometry, with wB97M-V/def2-TZVPD.

```
15
C5H8O2 wB97M-V/def2-TZVPD
C -1.635 1.445 -0.524
C -0.507 0.491 -0.762
C 1.203 -0.280 0.713
C -0.175 -0.616 0.248
O -1.252 -1.070 1.006
C 0.932 -1.391 -0.362
O 0.194 0.644 -1.743
H -1.378 2.369 -1.050
H -1.837 1.628 0.532
H -2.528 1.018 -0.989
H 1.668 -0.768 1.565
H 1.448 0.785 0.709
H -0.936 -1.257 1.898
H 1.257 -2.342 0.040
H 0.926 -1.369 -1.449
```

The value obtained for the maximum force is 1.10 eV Å⁻¹. Its spin multiplicity is 1. The value obtained for the molar mass is 100.1 g/mol. The value obtained for the gap between HOMO and LUMO is 10.2 eV. Its total charge is 0.

Computed, not measured: a cluster of 2 separate species, C5H8O2 in total at a distorted geometry, with wB97M-V/def2-TZVPD.

```
15
C5H8O2 wB97M-V/def2-TZVPD
C -0.968 0.715 -0.218
C -0.029 1.772 0.348
C -0.268 -0.052 -1.402
C 0.150 0.079 -2.544
H -1.303 0.017 0.556
H -1.879 1.149 -0.636
H 0.083 2.587 -0.366
H 0.978 1.386 0.507
H -0.399 2.123 1.311
H 0.377 0.548 -3.464
C 0.651 -1.680 0.984
O 1.037 -2.587 1.864
O -0.064 -1.966 0.016
H 0.408 -3.328 1.897
H 1.227 -0.763 1.147
```

The value obtained for the maximum force is 3.77 eV Å⁻¹. Its spin multiplicity is 1. The value obtained for the molar mass is 100.1 g/mol. The value obtained for the gap between HOMO and LUMO is 9.8 eV. Its total charge is 0.

Computed, not measured: the molecule C5H8O2 at a distorted geometry, with wB97M-V/def2-TZVPD.

```
15
C5H8O2 wB97M-V/def2-TZVPD
O -0.657 2.226 0.175
C -0.345 1.221 -0.762
C 0.543 0.235 -0.012
C -0.209 -0.605 1.121
C -0.351 -1.853 0.254
C 0.769 -0.962 -0.866
O 1.543 -0.889 -1.785
H -1.288 2.833 -0.223
H 0.155 1.630 -1.660
H -1.247 0.689 -1.114
H 1.475 0.733 0.283
H 0.440 -0.779 1.988
H -1.136 -0.110 1.420
H -1.377 -2.029 -0.107
H 0.030 -2.793 0.669
```

The value obtained for the maximum force is 2.34 eV Å⁻¹. Its spin multiplicity is 1. The value obtained for the molar mass is 100.1 g/mol. The value obtained for the gap between HOMO and LUMO is 10.1 eV. Its total charge is 0.

Computed, not measured: a structure of composition C5H8O2, with wB97M-V/def2-TZVPD.

```
15
C5H8O2 wB97M-V/def2-TZVPD
O -0.482 -2.029 1.833
C -0.748 -0.764 1.261
C 0.472 -0.220 0.550
O 0.730 -0.896 -0.712
C 0.844 0.367 -1.363
C -0.447 1.108 -1.345
C 0.455 1.138 -0.135
H -0.225 -2.617 1.111
H -1.598 -0.808 0.565
H -1.019 -0.099 2.088
H 1.347 -0.337 1.202
H 1.646 0.502 -2.082
H -1.387 0.563 -1.343
H -0.457 2.041 -1.905
H 0.868 2.052 0.276
```

The value obtained for the maximum force is 0.38 eV Å⁻¹. Its spin multiplicity is 1. The value obtained for the molar mass is 100.1 g/mol. The value obtained for the gap between HOMO and LUMO is 10.6 eV. Its total charge is 0.

Computed, not measured: the molecule C5H8O2 at a distorted geometry, with wB97M-V/def2-TZVPD.

```
15
C5H8O2 wB97M-V/def2-TZVPD
C 1.880 0.419 1.225
C 1.658 -0.025 -0.006
C -0.253 1.032 -1.167
C -0.198 -1.381 -0.331
C 0.603 -0.264 -0.988
O 3.286 -0.006 1.049
O 2.974 -0.336 -0.326
H 1.477 0.745 2.131
H 0.445 1.944 -1.090
H -0.995 1.082 -0.313
H -0.801 1.268 -2.095
H -1.312 -1.374 -0.565
H 0.120 -1.450 0.730
H 0.141 -2.283 -0.769
H 0.948 -0.494 -1.973
```

The value obtained for the maximum force is 3.50 eV Å⁻¹. Its spin multiplicity is 1. The value obtained for the molar mass is 100.1 g/mol. The value obtained for the gap between HOMO and LUMO is 10.0 eV. Its total charge is 0.

Computed, not measured: a structure of composition C5H8O2, with wB97M-V/def2-TZVPD.

```
15
C5H8O2 wB97M-V/def2-TZVPD
C -0.292 -0.473 -1.690
C 0.706 -0.294 -0.560
O 1.393 0.953 -0.246
C 0.915 0.873 1.106
C -0.565 1.099 1.065
C 0.002 -0.265 0.751
O -0.493 -1.464 1.228
H -1.006 -1.197 -1.280
H -0.780 0.473 -1.939
H 0.099 -0.943 -2.591
H 1.475 -1.080 -0.563
H 1.607 1.099 1.911
H -1.051 1.149 2.040
H -0.974 1.769 0.310
H -1.019 -1.777 0.475
```

The value obtained for the maximum force is 0.65 eV Å⁻¹. Its spin multiplicity is 1. The value obtained for the molar mass is 100.1 g/mol. The value obtained for the gap between HOMO and LUMO is 10.4 eV. Its total charge is 0.

Computed, not measured: the molecule C5H8O2, with wB97M-V/def2-TZVPD.

```
15
C5H8O2 wB97M-V/def2-TZVPD
O -0.852 -2.260 0.507
C -1.334 -0.949 0.223
C -0.155 -0.005 0.424
C 0.971 -0.045 -0.629
C 1.375 1.393 -0.281
C -0.076 1.548 0.218
O -0.851 2.464 0.251
H -1.598 -2.874 0.468
H -2.173 -0.700 0.886
H -1.684 -0.897 -0.818
H 0.262 -0.204 1.422
H 1.749 -0.798 -0.544
H 0.506 -0.076 -1.622
H 1.792 2.017 -1.075
H 2.067 1.388 0.571
```

The value obtained for the maximum force is 0.77 eV Å⁻¹. Its spin multiplicity is 1. The value obtained for the molar mass is 100.1 g/mol. The value obtained for the gap between HOMO and LUMO is 10.5 eV. Its total charge is 0.

Computed, not measured: a cluster of 3 separate species, C5H8O2 in total, with wB97M-V/def2-TZVPD.

```
15
C5H8O2 wB97M-V/def2-TZVPD
C 0.832 1.710 -0.352
C 0.804 0.509 -1.221
O 1.231 -1.047 -0.082
C 0.546 -1.355 0.928
C -1.455 -0.928 0.621
O -1.644 0.240 0.193
C -0.371 1.138 -1.018
H 0.953 1.570 0.728
H 1.268 2.643 -0.720
H 1.370 0.086 -2.033
H 0.671 -0.785 1.862
H 0.222 -2.398 1.033
H -1.634 -1.781 -0.052
H -1.585 -1.106 1.695
H -1.210 1.505 -1.582
```

The value obtained for the maximum force is 0.30 eV Å⁻¹. Its spin multiplicity is 1. The value obtained for the molar mass is 100.1 g/mol. The value obtained for the gap between HOMO and LUMO (spin up / spin down) is 7.5 / 7.5 eV. Its total charge is 0.

Question: Number 6 is which compound?
Answer: C5H8O2

What did the first record say?
Computed, not measured: the molecule C5H8O2 at a distorted geometry, with wB97M-V/def2-TZVPD.

```
15
C5H8O2 wB97M-V/def2-TZVPD
O -2.282 -0.658 -0.537
C -1.589 0.152 0.540
C -0.131 -0.084 0.194
C 0.923 -0.886 1.021
C 1.957 0.169 0.623
O 3.128 0.304 0.844
C 0.929 1.005 -0.144
H -2.449 -0.168 -1.363
H -1.898 1.204 0.492
H -1.913 -0.302 1.485
H -0.583 -0.641 -0.662
H 0.811 -0.995 2.108
H 1.133 -1.879 0.607
H 0.816 2.020 0.261
H 1.143 1.092 -1.214
```

The value obtained for the maximum force is 2.82 eV Å⁻¹. Its spin multiplicity is 1. The value obtained for the molar mass is 100.1 g/mol. The value obtained for the gap between HOMO and LUMO is 10.3 eV. Its total charge is 0.